{"formula": "C6H11NO", "method": "the ωB97M-V functional and the def2-TZVPD basis", "e_above_lowest_kcal_mol": 93.1, "lumo_energy_ev": 0.6, "e_homo_ev": -8.6, "total_energy_ev": -9934.418, "max_force_ev_per_a": 4.7, "orbital_gap_ev": 9.124, "symbols": ["H", "N", "C", "C", "C", "C", "H", "H", "H", "H", "H", "H", "C", "C", "O", "H", "H", "H", "H"], "positions_angstrom": [[0.9640, -1.6958, -1.5904], [0.3082, -0.9335, -1.3974], [0.0353, -0.8526, -0.1512], [0.5662, -1.7994, 0.8913], [-1.3422, 0.0091, 0.3629], [-2.4879, -0.2271, -0.3055], [0.5398, -1.3647, 1.8923], [-0.0329, -2.7140, 0.8826], [1.6043, -2.0545, 0.6632], [-1.3548, 0.0700, 1.4462], [-2.5210, -0.4206, -1.3703], [-3.4159, -0.3603, 0.2370], [1.3455, 1.9561, -0.7599], [0.6474, 1.4165, 0.4475], [1.1087, 1.2099, 1.5534], [2.3055, 1.4460, -0.8630], [0.7566, 1.7968, -1.6611], [1.5365, 3.0208, -0.6095], [-0.5633, 1.4973, 0.3320]], "mulliken_charge": [0.256, -0.653, 0.705, -1.354, -0.381, -0.673, 0.330, 0.334, 0.413, 0.356, 0.308, 0.260, -1.125, 0.590, -0.543, 0.315, 0.293, 0.388, 0.181]}

=====

{"formula": "C6H11NO", "method": "the ωB97M-V functional and the def2-TZVPD basis", "e_above_lowest_kcal_mol": 184.5, "lumo_energy_ev": 0.7, "e_homo_ev": -8.0, "total_energy_ev": -9930.455, "max_force_ev_per_a": 6.1, "orbital_gap_ev": 8.710, "symbols": ["C", "C", "C", "C", "N", "C", "C", "O", "H", "H", "H", "H", "H", "H", "H", "H", "H", "H", "H"], "positions_angstrom": [[0.4332, 1.6346, -0.5116], [-0.3596, 0.5453, 0.4409], [0.6044, -0.1308, 1.2758], [1.5575, -0.7746, 0.2335], [0.5902, -0.9485, -1.1086], [-0.6818, -0.8646, -0.4750], [-1.6645, 0.2088, -0.2081], [-2.9210, -0.5221, 0.1634], [0.5851, 1.1712, -1.6991], [1.4281, 1.6682, -0.1075], [-0.0886, 2.5900, -0.4812], [1.2672, 0.5898, 2.0260], [0.1969, -0.9381, 1.8523], [1.6870, -1.7523, 0.5365], [2.6015, -0.4338, -0.0759], [0.8534, -1.7880, -1.7635], [-0.8577, -1.5244, 0.3451], [-1.4681, 1.0231, -0.8989], [-3.7631, 0.2461, 0.4558]], "mulliken_charge": [-1.399, 0.576, -0.878, -0.510, -0.457, -0.419, 0.108, -0.553, 0.280, 0.372, 0.441, 0.223, 0.361, 0.379, 0.294, 0.288, 0.193, 0.352, 0.348]}

=====

{"formula": "C6H11NO", "method": "the ωB97M-V functional and the def2-TZVPD basis", "e_above_lowest_kcal_mol": 214.4, "lumo_energy_ev": [0.2, 0.2], "e_homo_ev": [-7.8, -7.8], "total_energy_ev": -9929.157, "max_force_ev_per_a": 7.0, "orbital_gap_ev": [8.049, 8.048], "symbols": ["C", "C", "C", "C", "C", "C", "N", "O", "H", "H", "H", "H", "H", "H", "H", "H", "H", "H", "H"], "positions_angstrom": [[-0.8603, -0.4673, -0.7642], [1.9652, -0.1385, -0.1050], [-0.7168, 0.7151, 0.1652], [-1.4600, -1.6206, -0.1023], [3.4386, -0.5259, -0.1241], [-1.9957, 1.5158, 0.2067], [0.3919, 1.6362, -0.2749], [1.7907, 1.1455, -0.3534], [-0.4419, 0.5024, 1.2260], [-0.7804, -1.8454, 0.6589], [-1.6810, -2.4195, -0.7624], [-2.3303, -1.3227, 0.4954], [3.8451, -0.6159, 0.7982], [3.8613, 0.3371, -0.7751], [3.6226, -1.3703, -0.6426], [-2.6653, 0.7934, 0.7019], [-2.3843, 1.8560, -0.8572], [-1.7043, 2.4854, 0.6388], [0.2567, 2.1076, -1.1049]], "mulliken_charge": [-0.314, 0.070, 0.752, -1.060, -0.996, -1.275, -0.335, -0.181, 0.266, 0.373, 0.300, 0.281, 0.283, 0.252, 0.319, 0.348, 0.277, 0.404, 0.235]}

=====

Please write out number 2 again, unchanged.
{"formula": "C6H11NO", "method": "the ωB97M-V functional and the def2-TZVPD basis", "e_above_lowest_kcal_mol": 184.5, "lumo_energy_ev": 0.7, "e_homo_ev": -8.0, "total_energy_ev": -9930.455, "max_force_ev_per_a": 6.1, "orbital_gap_ev": 8.710, "symbols": ["C", "C", "C", "C", "N", "C", "C", "O", "H", "H", "H", "H", "H", "H", "H", "H", "H", "H", "H"], "positions_angstrom": [[0.4332, 1.6346, -0.5116], [-0.3596, 0.5453, 0.4409], [0.6044, -0.1308, 1.2758], [1.5575, -0.7746, 0.2335], [0.5902, -0.9485, -1.1086], [-0.6818, -0.8646, -0.4750], [-1.6645, 0.2088, -0.2081], [-2.9210, -0.5221, 0.1634], [0.5851, 1.1712, -1.6991], [1.4281, 1.6682, -0.1075], [-0.0886, 2.5900, -0.4812], [1.2672, 0.5898, 2.0260], [0.1969, -0.9381, 1.8523], [1.6870, -1.7523, 0.5365], [2.6015, -0.4338, -0.0759], [0.8534, -1.7880, -1.7635], [-0.8577, -1.5244, 0.3451], [-1.4681, 1.0231, -0.8989], [-3.7631, 0.2461, 0.4558]], "mulliken_charge": [-1.399, 0.576, -0.878, -0.510, -0.457, -0.419, 0.108, -0.553, 0.280, 0.372, 0.441, 0.223, 0.361, 0.379, 0.294, 0.288, 0.193, 0.352, 0.348]}

=====

Question: What is the formula in the third record?
Answer: C6H11NO